*i*
# C18H22ClF2N3O4

An isolated molecule of C18H22ClF2N3O4 (wB97M-V/def2-TZVPD, OMol25).

The LUMO energy is -0.042 eV. Its HOMO-LUMO gap is 9.11 eV.

Structure (ORCA input):
```
! RIJCOSX wB97M-V def2-TZVPD def2/J DEFGRID3
* xyz 0 1
C 3.553 2.024 -1.111
N 2.350 1.200 -1.136
C 2.266 0.229 -0.050
C 2.949 -1.095 -0.378
C 2.908 -2.125 0.753
C 1.603 -2.904 0.902
N 0.438 -2.097 1.207
C 0.025 -1.883 2.478
O 0.533 -2.386 3.460
C -1.129 -0.941 2.589
C -1.648 -0.052 1.715
C -2.719 0.597 2.421
N -3.568 1.558 2.037
C -4.437 1.922 2.945
Cl -5.561 3.168 2.489
C -4.536 1.393 4.242
C -3.662 0.402 4.639
C -2.739 0.015 3.686
O -1.770 -0.927 3.793
C 1.471 1.415 -2.145
O 1.639 2.308 -2.970
C 0.156 0.620 -2.325
C -0.987 1.577 -1.978
O 0.073 -0.542 -1.493
C 0.125 0.186 -3.797
C -1.201 -0.339 -4.269
F -1.081 -0.808 -5.536
F -1.606 -1.419 -3.504
H 3.549 2.703 -1.955
H 3.589 2.602 -0.186
H 4.444 1.394 -1.164
H 2.782 0.683 0.800
H 1.239 0.100 0.265
H 2.501 -1.515 -1.282
H 3.995 -0.885 -0.617
H 3.701 -2.858 0.588
H 3.138 -1.640 1.708
H 1.398 -3.458 -0.018
H 1.708 -3.628 1.708
H -0.018 -1.617 0.447
H -1.329 0.128 0.703
H -5.295 1.770 4.912
H -3.695 -0.040 5.625
H -1.036 2.398 -2.691
H -1.938 1.041 -1.973
H -0.842 2.007 -0.986
H -0.577 -1.127 -1.906
H 0.370 1.041 -4.422
H 0.884 -0.582 -3.971
H -2.012 0.386 -4.246
*
```


*ii*
# C18H22ClF2N3O4

An isolated molecule of C18H22ClF2N3O4 (wB97M-V/def2-TZVPD, OMol25).

The LUMO energy is -0.132 eV. Its HOMO-LUMO gap is 9.11 eV.

Structure (ORCA input):
```
! RIJCOSX wB97M-V def2-TZVPD def2/J DEFGRID3
* xyz 0 1
C 0.101 -1.257 -0.097
N -0.299 0.068 -0.553
C -0.722 0.989 0.498
C -2.177 0.765 0.901
C -2.748 1.744 1.939
C -2.163 3.156 1.938
N -0.825 3.228 2.507
C -0.632 3.179 3.847
O -1.529 3.097 4.660
C 0.803 3.190 4.255
C 1.937 2.872 3.588
C 2.999 3.035 4.543
N 4.321 2.855 4.426
C 5.008 3.102 5.512
Cl 6.732 2.882 5.411
C 4.478 3.526 6.742
C 3.117 3.712 6.862
C 2.383 3.451 5.719
O 1.041 3.539 5.551
C -0.093 0.350 -1.861
O 0.430 -0.464 -2.611
C -0.445 1.745 -2.434
C 0.776 2.646 -2.210
O -1.592 2.277 -1.773
C -0.749 1.554 -3.925
C -0.808 2.830 -4.716
F -1.234 2.571 -5.980
F -1.732 3.707 -4.167
H -0.015 -1.975 -0.902
H 1.147 -1.264 0.222
H -0.526 -1.545 0.745
H -0.052 0.830 1.350
H -0.585 2.007 0.156
H -2.754 0.845 -0.021
H -2.305 -0.256 1.265
H -3.826 1.823 1.786
H -2.616 1.351 2.950
H -2.115 3.561 0.926
H -2.812 3.805 2.527
H -0.039 3.428 1.915
H 2.026 2.533 2.569
H 5.144 3.699 7.574
H 2.657 4.035 7.785
H 1.632 2.279 -2.776
H 0.555 3.670 -2.514
H 1.051 2.663 -1.155
H -1.961 2.963 -2.343
H 0.015 0.918 -4.368
H -1.708 1.043 -4.030
H 0.133 3.376 -4.786
*
```


Which structure is the least stable? The one labeled *ii*.


*i*
# CH5N3S

A structure of composition CH5N3S (wB97M-V/def2-TZVPD, OMol25).

The LUMO energy is 0.543 eV. Its HOMO-LUMO gap is 8.34 eV.

Structure (ORCA input):
```
! RIJCOSX wB97M-V def2-TZVPD def2/J DEFGRID3
* xyz 0 1
C -0.330 -0.229 -0.641
H -0.709 2.096 -0.713
H 0.446 2.653 0.630
H -1.563 -0.060 -1.320
H 0.018 -2.125 -1.020
H 1.321 -1.225 1.945
N 0.193 1.979 -0.191
N 0.533 0.646 0.031
N -0.087 -1.523 -0.122
S 0.176 -2.213 1.400
*
```


*ii*
# CH5N3S

An isolated molecule of CH5N3S (wB97M-V/def2-TZVPD, OMol25).

The LUMO energy is 0.101 eV. Its HOMO-LUMO gap is 8.00 eV.

Structure (ORCA input):
```
! RIJCOSX wB97M-V def2-TZVPD def2/J DEFGRID3
* xyz 0 1
N -0.288 1.745 -0.646
N -1.377 1.142 -0.050
C -1.291 -0.140 0.070
N -0.290 -1.057 0.035
S 1.385 -0.785 0.186
H -0.448 2.875 -0.899
H 0.706 1.517 -0.343
H -2.232 -0.374 0.524
H -0.664 -2.010 0.331
H 1.901 -1.419 1.622
*
```


Which structure is the least stable? The one labeled *i*.


*i*
# FHN2O2S

A cluster of 2 separate species, FHN2O2S in total (wB97M-V/def2-TZVPD, OMol25).

The LUMO energy (alpha / beta) is -4.798 / -4.827 eV. Its HOMO-LUMO gap (alpha / beta) is 5.89 / 5.82 eV.

Structure (ORCA input):
```
! RIJCOSX wB97M-V def2-TZVPD def2/J DEFGRID3
* xyz 0 1
N -0.619 -0.461 -2.177
N 0.030 0.650 -2.015
O 1.103 0.848 -2.538
O -0.642 1.542 -1.471
F 0.141 -1.384 -2.816
S 0.370 -1.246 0.371
H 1.120 -1.598 -0.585
*
```


*ii*
# FHN2O2S

A cluster of 2 separate species, FHN2O2S in total (wB97M-V/def2-TZVPD, OMol25).

The LUMO energy (alpha / beta) is -0.659 / -0.662 eV. Its HOMO-LUMO gap (alpha / beta) is 8.50 / 8.43 eV.

Structure (ORCA input):
```
! RIJCOSX wB97M-V def2-TZVPD def2/J DEFGRID3
* xyz 0 1
N -0.988 -1.133 2.301
N 0.017 -1.375 0.564
O -1.031 -2.137 2.896
O -1.373 -0.016 2.395
F -0.419 -2.610 0.247
S -0.861 -0.505 -0.525
H -0.283 0.759 -0.346
*
```


Which structure is the least stable? The one labeled *i*.


*i*
# C15H44O7

A cluster of 7 separate species, C15H44O7 in total (wB97M-V/def2-TZVPD, OMol25).

The LUMO energy is 0.478 eV. Its HOMO-LUMO gap is 10.02 eV.

Structure (ORCA input):
```
! RIJCOSX wB97M-V def2-TZVPD def2/J DEFGRID3
* xyz 0 1
C -3.241 -0.859 0.583
C -4.186 0.181 1.156
C -3.621 0.854 2.384
O -4.477 1.221 0.200
H -3.676 -1.335 -0.301
H -3.081 -1.636 1.334
H -2.273 -0.435 0.317
H -5.136 -0.289 1.443
H -2.628 1.262 2.204
H -3.558 0.111 3.183
H -4.295 1.629 2.747
H -4.831 0.856 -0.617
C 4.856 0.172 -2.674
C 3.566 0.286 -3.456
C 2.915 -1.060 -3.729
O 2.678 1.124 -2.716
H 4.613 0.002 -1.621
H 5.425 1.096 -2.756
H 5.437 -0.684 -3.010
H 3.806 0.748 -4.427
H 2.763 -1.522 -2.753
H 3.580 -1.702 -4.306
H 1.957 -0.954 -4.236
H 1.901 1.339 -3.242
C -0.439 -0.451 4.398
C 0.578 -1.117 3.489
C 0.809 -2.574 3.841
O 0.199 -1.006 2.104
H -1.447 -0.786 4.132
H -0.451 0.625 4.200
H -0.234 -0.687 5.438
H 1.537 -0.585 3.585
H 1.369 -2.652 4.773
H 1.339 -3.089 3.043
H -0.152 -3.071 4.005
H 0.140 -0.040 1.946
C 0.409 -2.448 -1.629
C -0.351 -3.201 -0.539
C -0.823 -4.559 -0.992
O 0.520 -3.409 0.589
H -0.247 -2.363 -2.512
H 1.320 -2.962 -1.911
H 0.527 -1.407 -1.323
H -1.204 -2.594 -0.203
H 0.030 -5.156 -1.333
H -1.536 -4.541 -1.820
H -1.294 -5.111 -0.177
H 0.575 -2.545 1.049
C -0.504 1.963 0.141
O 0.330 1.746 1.269
H -0.517 1.068 -0.502
H -1.540 2.081 0.457
H -0.262 2.844 -0.451
H 1.231 2.042 1.077
C 4.739 3.453 -0.867
O 3.466 2.859 -0.559
H 5.576 2.760 -0.713
H 4.739 3.796 -1.909
H 4.898 4.311 -0.215
H 3.130 2.385 -1.332
C -4.335 4.224 -1.277
O -3.321 3.845 -0.363
H -5.302 3.793 -0.986
H -4.449 5.307 -1.247
H -4.110 3.917 -2.306
H -3.439 2.928 -0.078
*
```


*ii*
# C15H44O7

A cluster of 7 separate species, C15H44O7 in total (wB97M-V/def2-TZVPD, OMol25).

The LUMO energy is 0.526 eV. Its HOMO-LUMO gap is 10.44 eV.

Structure (ORCA input):
```
! RIJCOSX wB97M-V def2-TZVPD def2/J DEFGRID3
* xyz 0 1
C 6.403 -5.344 -0.423
C 6.588 -3.873 -0.639
C 7.391 -3.296 0.431
O 7.069 -3.502 -1.834
H 5.893 -5.393 0.540
H 7.343 -5.892 -0.477
H 5.670 -5.721 -1.136
H 5.620 -3.372 -0.612
H 8.405 -3.689 0.500
H 6.835 -3.390 1.364
H 7.546 -2.228 0.272
H 6.567 -3.876 -2.562
C -1.077 -6.613 1.039
C -1.791 -7.136 -0.193
C -1.860 -5.972 -1.274
O -1.121 -8.302 -0.805
H -1.547 -5.716 1.441
H -0.067 -6.350 0.725
H -0.902 -7.453 1.711
H -2.810 -7.426 0.064
H -2.739 -5.346 -1.126
H -1.855 -6.351 -2.297
H -1.009 -5.292 -1.262
H -0.937 -9.102 -0.307
C 3.981 -0.049 8.657
C 4.027 -1.319 7.858
C 3.424 -1.121 6.508
O 5.414 -1.566 7.620
H 2.963 0.233 8.928
H 4.569 0.753 8.212
H 4.301 -0.260 9.678
H 3.710 -2.200 8.416
H 2.383 -0.853 6.691
H 3.499 -2.061 5.962
H 3.858 -0.355 5.865
H 5.923 -0.756 7.547
C -1.638 9.460 -7.341
C -2.622 8.841 -6.362
C -1.928 8.474 -5.040
O -3.723 9.720 -6.117
H -1.986 9.377 -8.371
H -0.754 8.822 -7.333
H -1.382 10.499 -7.131
H -3.181 8.002 -6.776
H -1.849 9.238 -4.267
H -0.857 8.348 -5.201
H -2.330 7.509 -4.733
H -3.327 10.363 -5.524
C 0.090 1.614 -0.746
O -1.116 1.139 -1.318
H 0.071 1.664 0.342
H 0.961 0.974 -0.888
H 0.343 2.522 -1.294
H -1.870 1.380 -0.775
C -6.043 2.483 3.966
O -5.924 2.354 2.579
H -5.482 1.670 4.425
H -5.589 3.436 4.239
H -7.109 2.364 4.162
H -6.375 3.102 2.182
C -7.755 1.027 -4.473
O -8.418 1.848 -5.390
H -8.055 -0.020 -4.505
H -6.732 0.934 -4.840
H -7.737 1.165 -3.391
H -9.349 1.879 -5.160
*
```


Which structure is the least stable? The one labeled *ii*.